1.
A structure of composition C26H50GdNP3S at a distorted geometry, computed with ωB97M-V/def2-TZVPD.

Atoms and positions in Å:
C  1.062  3.678  -1.336
H  -2.403  0.672  -3.455
C  1.170  -0.441  -3.099
P  0.136  -1.270  -1.834
C  4.099  0.099  2.586
H  5.185  0.097  2.409
H  0.013  -3.403  2.080
C  -1.043  -2.227  -2.875
H  -1.994  4.451  1.255
H  0.886  -3.607  -1.402
H  -2.129  2.032  3.158
H  3.665  -2.615  1.826
N  4.781  -1.814  0.237
H  2.258  -2.483  -1.525
C  3.881  -0.576  0.175
C  -3.135  -1.268  2.381
H  -4.081  2.730  -1.333
H  -5.433  -0.412  -1.895
C  0.069  2.662  1.060
H  5.982  -3.043  -1.009
C  1.883  -0.132  1.697
H  -2.958  -2.575  -0.373
C  1.317  0.136  2.946
H  -3.600  2.868  2.420
C  3.255  -0.200  1.499
P  -1.619  -1.720  1.466
H  -3.649  -0.605  -1.955
H  2.017  0.078  -2.627
C  -2.510  2.791  2.486
H  1.271  -2.528  -0.050
H  -1.756  -1.544  -3.357
Gd  -0.065  0.372  0.489
C  -5.857  2.402  -2.979
C  -4.469  0.047  -1.603
C  2.164  0.436  4.034
H  4.232  0.640  4.645
H  -3.275  -1.999  3.192
C  4.124  -2.962  0.903
C  -1.690  3.791  2.069
H  0.557  0.315  -3.610
H  0.063  -2.007  3.215
H  -2.911  2.230  -4.238
H  4.868  -3.731  1.129
C  3.547  0.385  3.835
C  1.434  3.007  0.964
H  -6.700  1.897  -2.500
C  -2.187  -2.992  0.289
C  -0.783  2.681  -0.112
H  -1.340  -3.342  -0.315
H  -1.274  -3.210  3.332
H  2.075  2.824  1.835
H  -0.775  3.043  -2.216
H  -0.513  -2.786  -3.659
H  -2.032  2.214  -2.710
H  3.120  -0.788  -0.588
H  -2.594  -3.851  0.833
H  1.541  -1.170  -3.834
C  -0.224  3.162  -1.304
H  5.588  -1.543  0.820
H  4.561  0.204  -0.191
H  -4.422  0.097  -0.507
H  2.871  4.074  -0.252
C  1.893  3.614  -0.208
H  1.370  4.119  -2.281
H  0.223  0.119  3.120
H  4.468  -2.457  -1.772
H  -0.856  4.134  2.682
H  -4.002  -1.285  1.697
H  5.834  -1.322  -1.528
C  -2.786  1.689  -3.302
P  -4.313  1.718  -2.325
H  -1.633  -2.937  -2.282
C  5.306  -2.186  -1.114
H  -5.926  2.301  -4.069
H  1.744  0.653  5.020
H  -3.024  -0.257  2.806
C  1.234  -2.597  -1.149
C  -0.597  -2.682  2.647
H  3.354  -3.374  0.240
H  -0.296  2.105  1.968
S  -2.349  1.909  0.013
H  -5.899  3.464  -2.686

## Properties
2S+1 = 8
Calculated total energy = -3262.2990 hartree
Total charge = +3


2.
A structure of composition C26H50NdP2Si at a distorted geometry, computed with ωB97M-V/def2-TZVPD.

Atoms and positions in Å:
C  -1.517  -0.263  -5.249
H  -0.141  -3.666  -0.594
C  1.259  0.058  3.836
H  2.587  -4.739  1.573
C  2.370  -0.877  4.201
H  0.565  2.628  -0.528
C  -2.159  0.868  -4.490
H  -2.740  1.893  3.089
H  2.796  -3.556  0.317
C  -2.356  1.192  3.836
H  1.067  -3.989  4.043
H  -0.320  3.990  3.430
H  -0.124  -2.278  4.531
H  -3.536  -1.283  1.094
H  2.494  2.750  2.034
C  1.078  1.901  -4.891
H  -2.563  1.620  4.826
H  2.534  -1.614  -0.183
H  1.967  2.084  -4.286
C  1.374  1.336  3.209
H  0.198  -5.139  0.367
H  -1.206  2.485  -6.619
H  -0.658  0.010  -2.045
H  -2.920  0.259  3.750
H  0.076  -0.865  -6.555
H  1.298  1.884  -1.978
H  0.475  3.647  1.886
H  0.263  3.742  -4.242
C  0.045  1.896  3.060
H  -2.921  1.185  -1.138
H  2.113  -1.904  3.923
C  -0.696  -1.387  4.811
C  2.500  -3.652  1.376
H  3.295  -0.612  3.682
P  1.046  0.271  -0.133
C  -0.153  -0.177  4.118
H  -0.680  -4.171  3.503
H  -3.415  1.352  0.566
H  -3.188  -1.667  -0.615
H  -1.623  3.951  -5.766
H  0.805  3.761  -5.904
H  2.568  -0.850  5.281
H  -2.229  -2.424  0.704
C  1.327  1.930  -0.884
H  1.592  -0.102  -4.921
H  -2.827  0.534  -3.695
H  0.595  -5.287  2.930
H  -2.271  -0.729  -5.904
C  -2.556  1.285  -0.110
C  -2.745  -1.518  0.376
H  -1.248  3.311  2.084
H  -1.290  -4.262  0.694
Nd  0.132  0.034  1.939
Si  0.715  -3.137  1.705
H  -1.247  -1.040  -4.520
H  3.433  -0.089  -0.352
H  2.576  -0.762  -1.766
H  2.307  2.304  -0.572
C  -1.188  2.954  -5.634
H  -1.741  -1.561  4.541
H  -0.533  0.733  -6.915
C  0.386  -4.233  3.203
H  -1.976  2.207  -0.017
P  -1.514  -0.154  0.378
H  3.058  2.574  3.700
C  0.868  0.635  -5.270
H  3.410  1.310  2.510
H  3.196  -3.114  2.046
C  -0.886  0.960  3.659
C  0.271  3.144  -5.164
C  2.652  2.026  2.838
C  -0.279  3.282  2.590
H  -2.592  2.815  -3.943
C  -0.265  0.068  -6.092
C  2.546  -0.640  -0.678
C  -0.232  -4.117  0.410
H  -0.643  -1.272  5.903
C  -0.392  -0.428  -1.077
C  -2.034  2.192  -4.643
H  -0.233  -1.507  -1.176

## Properties
2S+1 = 4
Calculated total energy = -2553.6746 hartree
Total charge = +1
Relative energy (zero: lowest compared OMol25 entry of this formula, charge and spin) = 189.2 kcal per mole


3.
A structure of composition C26H51BBrCaCl2F5MgN4O10 at a distorted geometry, computed with ωB97M-V/def2-TZVPD.

Atoms and positions in Å:
H  -5.019  -1.763  1.966
H  5.432  0.712  5.549
H  0.021  -0.096  -6.352
C  -6.688  -1.493  0.616
F  5.298  -1.428  2.364
C  -0.923  -0.351  0.149
Br  5.832  4.373  1.577
H  -0.856  4.500  -3.024
H  -6.710  -3.645  -1.858
C  2.167  0.516  -1.125
C  1.049  -1.113  1.406
Cl  -0.541  0.926  -3.586
H  -6.329  -0.768  2.571
C  2.597  -1.627  -7.012
Mg  2.288  -0.664  -3.099
H  -1.636  0.432  1.998
H  -1.527  -1.207  0.470
F  6.582  -3.200  1.656
H  -7.781  -1.534  0.676
H  -4.923  -5.602  2.515
C  -6.106  -1.672  2.000
N  0.488  -0.760  0.251
H  2.239  0.813  -2.204
H  -7.072  -4.689  2.945
N  2.612  -1.773  2.820
H  3.083  -1.670  0.877
H  2.913  1.126  1.452
H  3.011  -1.033  -7.827
C  -2.703  3.310  -2.996
H  4.560  0.988  7.071
Cl  -0.045  2.026  1.297
O  -4.084  -3.928  1.696
H  4.229  1.044  -1.282
H  1.213  0.819  -7.296
H  3.526  -2.098  3.122
C  -4.987  -4.511  2.624
H  1.982  -1.737  -0.871
H  -2.298  -4.625  2.468
H  4.056  -0.465  -0.429
C  3.605  0.524  -0.546
C  1.468  -1.541  3.465
C  1.030  0.310  -6.349
H  1.379  -1.679  4.529
H  -1.199  -0.168  -0.892
H  6.004  2.905  2.088
C  -1.925  4.605  -3.205
C  2.033  -0.742  -5.933
H  -4.719  -4.241  3.652
O  2.941  1.933  -4.065
H  -3.376  0.665  0.407
O  -6.685  -2.733  2.752
F  6.782  -1.180  0.607
H  -2.620  6.580  -2.600
C  1.351  -0.845  -0.900
C  -1.341  0.828  1.028
H  3.411  -2.239  -6.620
C  3.693  1.366  0.720
C  5.159  2.031  2.360
H  -2.932  2.286  0.974
C  -4.027  4.998  -2.195
C  -2.598  1.438  0.390
H  -2.398  1.682  -0.652
H  -7.234  -1.948  -1.980
C  5.381  1.339  6.444
N  0.516  -1.140  2.664
O  1.222  1.245  -5.270
H  -8.082  -3.086  -0.886
O  -5.007  5.543  -1.775
H  4.251  2.575  2.611
C  2.430  1.187  -4.849
B  5.922  -2.051  1.249
C  5.210  2.831  6.069
H  0.658  -0.982  -1.812
H  -2.059  4.955  -4.235
N  2.320  -1.520  1.539
H  -6.390  -0.513  0.222
O  -6.196  -2.487  -0.273
O  4.975  1.212  1.314
Ca  2.005  -4.213  -2.738
H  3.582  2.424  0.446
H  -2.888  -3.065  3.140
C  -7.110  -2.798  -1.302
H  6.311  1.190  7.006
H  1.825  -2.284  -7.413
O  3.067  0.079  -5.325
O  -4.044  3.721  -2.681
F  4.867  -2.422  0.349
C  -2.812  -3.683  2.238
H  -6.677  -4.223  1.301
H  1.607  1.314  -0.630
H  5.515  1.480  3.253
C  -2.619  5.553  -2.238
H  -2.232  -3.130  1.498
O  4.059  2.959  5.390
H  1.588  -1.358  -5.135
H  -2.714  2.691  -3.891
F  -2.077  4.434  0.413
H  6.149  3.121  5.548
C  -6.406  -4.063  2.347
H  -2.175  5.488  -1.233
H  -2.315  2.725  -2.165
H  5.307  3.379  7.032

## Properties
Calculated total energy = -6888.6713 hartree


4.
A cluster of 2 separate species, C26H51BFNO8P in total at a distorted geometry, computed with ωB97M-V/def2-TZVPD.

Atoms and positions in Å:
H  -1.894  -0.342  2.108
C  -0.540  -2.691  0.350
C  -5.755  -1.809  2.133
C  5.150  0.739  -2.550
C  -3.396  2.007  0.493
C  -3.364  3.528  0.743
H  -2.960  1.791  -0.483
H  -4.363  3.962  0.648
H  6.887  -2.644  -3.206
C  -3.668  0.324  4.215
C  -3.944  -2.840  3.086
H  -5.333  1.023  3.107
H  -2.443  -5.696  5.810
H  -1.090  2.987  3.112
H  -0.640  4.098  0.305
O  6.000  1.336  -5.014
C  -1.303  3.727  2.338
C  2.017  0.534  0.685
P  6.765  -0.013  -4.567
H  1.506  -0.376  0.389
C  -2.007  -1.417  1.964
O  -2.488  -4.691  2.042
B  -3.267  -4.309  3.090
C  6.334  2.062  -7.307
H  1.371  4.224  1.815
N  -5.380  -2.881  2.721
H  -3.639  -4.431  6.078
O  -3.550  -5.158  4.130
C  6.258  -2.492  -5.275
H  -3.003  5.018  2.198
H  -1.853  -1.172  -0.231
H  -1.425  -1.930  2.732
H  -0.595  -3.247  -0.579
H  6.376  -4.170  -3.931
H  -1.577  -4.893  2.283
H  -4.018  0.862  5.099
C  1.613  1.680  -0.209
H  5.392  1.796  -2.647
H  7.683  2.384  -5.647
C  -4.830  -0.112  0.637
C  -0.496  3.357  1.089
O  8.091  0.059  -5.190
C  -3.483  -1.847  2.018
H  3.528  -0.625  -2.922
C  6.168  -3.100  -3.889
H  -3.662  -2.396  1.087
H  -4.031  -0.466  -0.016
H  -3.422  3.486  2.891
H  5.272  2.199  -7.521
H  -2.789  3.984  -0.062
H  6.588  1.038  -7.581
H  -3.173  -0.579  4.572
C  -4.627  -0.783  2.034
H  -5.582  -0.467  3.964
H  -3.859  -2.537  4.135
O  6.207  -0.069  -3.093
C  -1.449  -1.751  0.597
H  3.096  0.405  0.580
H  3.752  0.561  -4.198
O  5.859  -1.116  -5.314
C  -4.810  1.416  0.532
C  -4.870  0.063  3.323
H  6.903  2.748  -7.936
F  -2.727  1.124  3.599
H  -5.756  -0.461  0.172
C  -2.904  -4.818  5.369
H  0.307  -2.911  0.992
H  6.180  3.281  -5.547
H  -2.780  1.508  1.245
O  1.179  1.478  -1.314
H  5.152  0.524  -1.479
C  0.988  3.290  1.412
O  1.750  2.957  0.244
H  5.175  -2.947  -3.463
C  6.614  2.323  -5.843
H  1.148  2.529  2.181
H  -5.450  1.929  1.253
H  -2.143  -4.042  5.242
C  3.790  0.416  -3.120
H  -5.992  -3.666  2.912
H  1.822  0.724  1.738
H  -0.785  2.353  0.774
H  3.040  1.056  -2.662
H  -5.243  1.642  -0.447
H  7.273  -2.585  -5.671
H  5.589  -3.017  -5.956
H  -6.767  -1.643  1.783
C  -2.815  3.946  2.108
H  -0.886  4.666  2.711

## Properties
Calculated total energy = -2143.8672 hartree
Total charge = +1


Please write out number 1 again, unchanged.
A structure of composition C26H50GdNP3S at a distorted geometry, computed with ωB97M-V/def2-TZVPD.

Atoms and positions in Å:
C  1.062  3.678  -1.336
H  -2.403  0.672  -3.455
C  1.170  -0.441  -3.099
P  0.136  -1.270  -1.834
C  4.099  0.099  2.586
H  5.185  0.097  2.409
H  0.013  -3.403  2.080
C  -1.043  -2.227  -2.875
H  -1.994  4.451  1.255
H  0.886  -3.607  -1.402
H  -2.129  2.032  3.158
H  3.665  -2.615  1.826
N  4.781  -1.814  0.237
H  2.258  -2.483  -1.525
C  3.881  -0.576  0.175
C  -3.135  -1.268  2.381
H  -4.081  2.730  -1.333
H  -5.433  -0.412  -1.895
C  0.069  2.662  1.060
H  5.982  -3.043  -1.009
C  1.883  -0.132  1.697
H  -2.958  -2.575  -0.373
C  1.317  0.136  2.946
H  -3.600  2.868  2.420
C  3.255  -0.200  1.499
P  -1.619  -1.720  1.466
H  -3.649  -0.605  -1.955
H  2.017  0.078  -2.627
C  -2.510  2.791  2.486
H  1.271  -2.528  -0.050
H  -1.756  -1.544  -3.357
Gd  -0.065  0.372  0.489
C  -5.857  2.402  -2.979
C  -4.469  0.047  -1.603
C  2.164  0.436  4.034
H  4.232  0.640  4.645
H  -3.275  -1.999  3.192
C  4.124  -2.962  0.903
C  -1.690  3.791  2.069
H  0.557  0.315  -3.610
H  0.063  -2.007  3.215
H  -2.911  2.230  -4.238
H  4.868  -3.731  1.129
C  3.547  0.385  3.835
C  1.434  3.007  0.964
H  -6.700  1.897  -2.500
C  -2.187  -2.992  0.289
C  -0.783  2.681  -0.112
H  -1.340  -3.342  -0.315
H  -1.274  -3.210  3.332
H  2.075  2.824  1.835
H  -0.775  3.043  -2.216
H  -0.513  -2.786  -3.659
H  -2.032  2.214  -2.710
H  3.120  -0.788  -0.588
H  -2.594  -3.851  0.833
H  1.541  -1.170  -3.834
C  -0.224  3.162  -1.304
H  5.588  -1.543  0.820
H  4.561  0.204  -0.191
H  -4.422  0.097  -0.507
H  2.871  4.074  -0.252
C  1.893  3.614  -0.208
H  1.370  4.119  -2.281
H  0.223  0.119  3.120
H  4.468  -2.457  -1.772
H  -0.856  4.134  2.682
H  -4.002  -1.285  1.697
H  5.834  -1.322  -1.528
C  -2.786  1.689  -3.302
P  -4.313  1.718  -2.325
H  -1.633  -2.937  -2.282
C  5.306  -2.186  -1.114
H  -5.926  2.301  -4.069
H  1.744  0.653  5.020
H  -3.024  -0.257  2.806
C  1.234  -2.597  -1.149
C  -0.597  -2.682  2.647
H  3.354  -3.374  0.240
H  -0.296  2.105  1.968
S  -2.349  1.909  0.013
H  -5.899  3.464  -2.686

## Properties
2S+1 = 8
Calculated total energy = -3262.2990 hartree
Total charge = +3